{
  "formula": "C3H6N2O",
  "method": "ωB97M-V/def2-TZVPD",
  "orbital_gap_ev": [6.6, 7.3],
  "total_charge": 0,
  "total_energy_ev": -8229.95769,
  "lumo_ev": [0.78, -2.82],
  "e_homo_ev": [-5.9, -10.1],
  "multiplicity": 3,
  "e_above_lowest_kj_mol": 117.12,
  "species": ["C", "C", "C", "N", "N", "O", "H", "H", "H", "H", "H", "H"],
  "positions_angstrom": [[0.707539, -0.609899, 1.532674], [-1.702607, -1.164292, 1.399986], [-1.101706, 1.248600, -1.045862], [-0.581528, -1.062654, 1.689709], [0.052334, 0.834655, -1.273347], [-2.830490, -1.388343, 1.283795], [0.709793, 0.384003, 1.820912], [0.938960, -0.530726, 0.471785], [-1.161719, 2.013158, -0.325360], [1.491168, -1.090317, 1.974014], [-2.058193, 0.833231, -1.455086], [0.129114, 0.054835, -1.955440]],
  "forces_ev_per_angstrom": [[-0.56, 1.44, -2.92], [-0.29, -0.33, 0.32], [-5.16, 2.48, 1.49], [1.03, -1.04, 1.00], [3.08, -4.37, -3.47], [-2.22, -0.12, -0.67], [0.41, 2.17, 0.95], [0.16, -0.27, -0.22], [-0.74, 1.09, 0.92], [1.53, -1.87, 1.64], [1.09, 0.08, 0.25], [1.68, 0.73, 0.70]],
  "mulliken_spin": [0.015, -0.001, 0.710, 0.007, 1.066, 0.001, -0.003, -0.002, 0.081, 0.002, 0.075, 0.048]
}

{
  "formula": "C3H6N2O2",
  "method": "ωB97M-V/def2-TZVPD",
  "orbital_gap_ev": [3.8, 7.0],
  "total_charge": -1,
  "total_energy_ev": -10282.74669,
  "lumo_ev": [3.87, 3.81],
  "e_homo_ev": [0.1, -3.2],
  "multiplicity": 2,
  "e_above_lowest_kj_mol": 46.58,
  "species": ["O", "C", "C", "N", "C", "N", "O", "H", "H", "H", "H", "H", "H"],
  "positions_angstrom": [[2.416839, -1.705382, -1.040000], [1.832454, -1.216636, 0.014802], [1.073549, 0.073931, -0.184735], [-0.060409, 0.344533, 0.663016], [-1.382569, 0.603363, 0.367782], [-1.620123, 0.993410, -0.933084], [-2.220028, 0.726073, 1.246027], [1.990050, -1.761404, 0.955975], [1.825635, 0.881536, -0.106186], [0.780790, 0.242191, -1.243607], [0.165744, 0.415310, 1.642481], [-2.531844, 1.334367, -1.115741], [-0.887200, 0.768697, -1.566015]],
  "forces_ev_per_angstrom": [[0.21, 0.16, -0.02], [-0.36, -0.87, -1.30], [0.83, 0.30, -0.61], [-0.64, -0.01, 0.60], [1.78, 1.35, 0.25], [0.49, -0.86, 1.20], [-0.72, -0.25, 0.29], [-0.49, 0.66, 0.36], [-0.20, 0.60, 0.40], [0.14, -0.90, 0.31], [-0.45, -0.32, -0.01], [-0.39, -0.06, -0.57], [-0.19, 0.21, -0.91]],
  "mulliken_spin": [0.287, 0.603, 0.005, -0.054, 0.175, -0.022, -0.052, 0.010, 0.031, 0.013, -0.001, 0.001, 0.005]
}

{
  "formula": "C3H6N2O2",
  "method": "ωB97M-V/def2-TZVPD",
  "orbital_gap_ev": 10.9,
  "total_charge": 0,
  "total_energy_ev": -10282.26953,
  "lumo_ev": 0.71,
  "e_homo_ev": -10.2,
  "smiles": "[H]/N=C(/NC=O)OC",
  "e_above_lowest_kj_mol": 243.91,
  "species": ["H", "N", "C", "N", "C", "O", "O", "C", "H", "H", "H", "H", "H"],
  "positions_angstrom": [[-1.547855, -0.485507, -1.068462], [-1.363193, 0.330933, -0.500418], [-0.642716, 0.148483, 0.521368], [-0.478660, 1.251333, 1.429040], [0.291389, 2.164014, 0.641118], [-0.198315, 3.022523, -0.039731], [0.099421, -0.902144, 0.906538], [0.586848, -1.749963, -0.124323], [-1.400549, 1.675261, 1.514156], [1.374893, 1.963731, 0.677342], [1.287195, -2.425531, 0.367987], [1.111041, -1.148027, -0.875793], [-0.205186, -2.330400, -0.610549]],
  "forces_ev_per_angstrom": [[0.27, -0.25, -0.07], [-0.15, -0.40, 0.37], [-0.28, -0.13, -0.25], [-0.16, 0.21, -0.16], [-0.05, 0.51, -0.32], [0.43, 0.10, 0.71], [0.06, 0.22, 0.03], [0.08, -0.20, -0.20], [0.02, 0.02, -0.10], [-0.09, -0.06, -0.07], [-0.12, 0.04, -0.15], [-0.09, -0.14, 0.06], [0.05, 0.09, 0.14]],
  "lowdin_charge": [0.059, 0.199, -0.532, 0.086, -0.323, 0.076, -0.050, -0.063, 0.127, 0.138, 0.094, 0.100, 0.089]
}

{
  "formula": "C3H6N2O2",
  "method": "ωB97M-V/def2-TZVPD",
  "orbital_gap_ev": [8.5, 8.5],
  "total_charge": 0,
  "total_energy_ev": -10278.74890,
  "lumo_ev": [-0.44, -0.44],
  "e_homo_ev": [-8.9, -8.9],
  "e_above_lowest_kj_mol": 583.60,
  "species": ["C", "C", "C", "N", "N", "O", "O", "H", "H", "H", "H", "H", "H"],
  "positions_angstrom": [[-1.728758, -0.313911, -0.081872], [-0.666506, 0.302425, 0.873218], [0.520490, 0.267762, -0.104889], [-1.325901, -0.497089, -1.331506], [-0.066666, -0.027688, -1.470920], [1.313621, 1.444670, 0.007979], [1.390590, -0.760440, 0.357628], [-2.782149, -0.543926, 0.272414], [-0.936827, 1.391062, 1.027957], [-0.498128, -0.223501, 1.730321], [0.863083, -1.246616, -2.095270], [1.583033, 1.552555, 0.947481], [2.216804, -0.594638, 0.060945]],
  "forces_ev_per_angstrom": [[-0.16, -0.29, -0.56], [-1.85, 1.96, -4.74], [1.37, -0.57, 1.85], [-1.35, -0.04, 3.17], [4.06, -1.72, -0.93], [-0.41, 0.30, -0.86], [-4.81, -1.38, 1.27], [1.44, 0.24, -0.91], [0.31, -1.24, 0.14], [0.38, -1.31, 2.33], [-2.70, 3.45, 1.89], [-0.47, -0.36, -0.92], [4.19, 0.96, -1.72]],
  "lowdin_charge": [-0.103, -0.058, -0.595, -0.041, -0.017, 0.003, 0.022, 0.117, 0.143, 0.078, 0.298, 0.123, 0.031]
}

{
  "formula": "C3H6N2O2",
  "method": "ωB97M-V/def2-TZVPD",
  "orbital_gap_ev": 7.1,
  "total_charge": 0,
  "total_energy_ev": -10280.56322,
  "lumo_ev": 0.58,
  "e_homo_ev": -6.5,
  "e_above_lowest_kj_mol": 408.54,
  "species": ["C", "C", "C", "N", "N", "O", "O", "H", "H", "H", "H", "H", "H"],
  "positions_angstrom": [[-1.020099, 1.056730, -1.765759], [-1.148392, -1.508979, 1.585632], [0.446999, -0.271389, -0.377081], [-0.208719, 0.846501, -0.793136], [1.426893, 0.347790, 0.774853], [-0.185555, -1.369329, 2.211283], [-2.114090, -1.533104, 0.971584], [-1.492119, 1.967834, -1.809395], [-1.169173, 0.249427, -2.543812], [0.875760, -1.085642, -1.037800], [1.192925, 1.256054, 0.686050], [1.026635, -0.075801, 1.623321], [2.368934, 0.119910, 0.474259]],
  "forces_ev_per_angstrom": [[1.53, -3.42, -0.47], [0.15, 1.16, -0.87], [-0.24, 0.88, -0.22], [-0.01, -0.42, 0.23], [-0.35, -5.50, -1.42], [0.70, -0.61, 1.34], [-1.05, -0.68, -0.21], [-1.06, 1.94, -0.37], [-0.22, 0.99, 0.68], [0.06, 1.32, 0.88], [-0.71, 4.01, -0.29], [1.07, 0.17, -0.14], [0.14, 0.17, 0.87]],
  "lowdin_charge": [-0.128, -0.446, -0.241, -0.157, 0.158, 0.144, 0.224, 0.003, 0.070, 0.093, 0.058, 0.090, 0.132]
}

{
  "formula": "C3H6N2O2",
  "method": "ωB97M-V/def2-TZVPD",
  "orbital_gap_ev": 10.1,
  "total_charge": 0,
  "total_energy_ev": -10279.02056,
  "lumo_ev": 0.29,
  "e_homo_ev": -9.8,
  "smiles": "N[C@@H]1CN(O)C1=O",
  "e_above_lowest_kj_mol": 557.39,
  "species": ["N", "C", "C", "N", "O", "C", "O", "H", "H", "H", "H", "H", "H"],
  "positions_angstrom": [[2.332583, 0.044088, -0.320552], [1.147282, -0.128926, 0.374669], [0.132568, -1.305639, 0.033672], [-0.982631, -0.388820, 0.512851], [-2.091019, -0.366238, -0.489701], [-0.149583, 0.761892, 0.245013], [-0.376444, 1.924013, -0.056052], [2.784926, -1.085768, -0.558875], [1.970081, 0.210121, -1.253248], [1.193380, -0.291667, 1.460812], [0.040666, -1.571929, -1.089571], [0.434686, -2.280308, 0.572450], [-2.915295, -0.993483, -0.031765]],
  "forces_ev_per_angstrom": [[2.56, -3.77, -2.28], [-3.67, -1.72, 1.71], [1.01, -0.66, -0.73], [-0.94, -0.45, -2.44], [-2.48, -2.77, 3.24], [0.94, 1.97, -0.49], [0.17, -3.05, 0.71], [-1.55, 4.28, 1.32], [0.59, 0.56, -0.57], [0.92, 0.47, -0.07], [0.03, 0.83, 1.71], [-1.27, 1.52, -0.40], [3.69, 2.80, -1.73]],
  "lowdin_charge": [0.027, -0.374, -0.116, -0.068, -0.108, -0.354, 0.118, 0.200, 0.063, 0.142, 0.138, 0.126, 0.206]
}

{
  "formula": "C3H6N2O2",
  "method": "ωB97M-V/def2-TZVPD",
  "orbital_gap_ev": 10.4,
  "total_charge": 0,
  "total_energy_ev": -10283.22595,
  "lumo_ev": 0.48,
  "e_homo_ev": -10.0,
  "smiles": "NC(=O)CNC=O",
  "e_above_lowest_kj_mol": 151.63,
  "species": ["N", "C", "O", "C", "N", "C", "O", "H", "H", "H", "H", "H", "H"],
  "positions_angstrom": [[-2.299888, 0.303604, 0.634307], [-1.001455, 0.654489, 0.579751], [-0.401230, 1.352581, 1.422832], [-0.133684, -0.131776, -0.405270], [1.254654, 0.349753, -0.461347], [2.254735, -0.606086, -0.211152], [3.485740, -0.544984, -0.255261], [-2.640584, 0.548467, 1.568713], [-2.870570, -0.176604, -0.064456], [-0.692358, 0.031186, -1.401135], [-0.183322, -1.187243, -0.258849], [1.421472, 1.003726, -1.237844], [1.806491, -1.597110, 0.089708]],
  "forces_ev_per_angstrom": [[-0.64, 0.62, 1.08], [3.45, -0.33, 1.84], [-2.24, -0.98, -1.55], [-0.84, 2.07, -2.45], [0.30, -1.07, -0.99], [1.16, -0.79, 0.26], [-2.65, 0.85, -0.38], [-0.66, -0.17, -0.90], [0.70, 0.32, 0.60], [1.13, -0.33, 0.90], [-0.02, -0.70, 0.56], [0.26, -0.24, 0.97], [0.04, 0.75, 0.06]],
  "lowdin_charge": [0.148, -0.526, 0.032, -0.146, 0.031, -0.319, 0.009, 0.125, 0.120, 0.143, 0.100, 0.151, 0.132]
}

{
  "formula": "C3H6N2O2",
  "method": "ωB97M-V/def2-TZVPD",
  "orbital_gap_ev": 9.6,
  "total_charge": 0,
  "total_energy_ev": -10281.38481,
  "lumo_ev": 0.72,
  "e_homo_ev": -8.9,
  "smiles": "O=CN[C@]1([O-])C[NH2+]1",
  "e_above_lowest_kj_mol": 329.27,
  "species": ["O", "C", "N", "C", "O", "C", "N", "H", "H", "H", "H", "H", "H"],
  "positions_angstrom": [[-0.361312, -0.273091, 2.079407], [-1.312824, -0.238660, 1.320616], [-1.195237, -0.059895, -0.039611], [0.124594, -0.535864, -0.435589], [0.295788, -1.657417, -0.922512], [1.119579, 0.267917, 0.280738], [0.969914, 0.660261, -1.280761], [-2.335193, -0.350337, 1.700131], [-1.971945, -0.381440, -0.606061], [0.865217, 1.175442, 0.823899], [1.996577, -0.249442, 0.688181], [1.368202, 0.159336, -2.071589], [0.436639, 1.483188, -1.536849]],
  "forces_ev_per_angstrom": [[-0.90, -0.13, 0.24], [0.03, 0.02, 0.57], [0.00, -0.36, 0.07], [-0.48, -0.46, 0.79], [-0.18, -0.11, -0.01], [0.64, 0.54, -1.70], [0.55, 0.43, 0.10], [-0.18, 0.12, -0.13], [0.09, -0.08, 0.14], [-0.17, -0.42, -0.21], [0.01, 0.37, -0.91], [0.23, 0.08, 0.65], [0.36, -0.01, 0.40]],
  "lowdin_charge": [0.012, -0.307, 0.115, -0.701, -0.012, 0.011, 0.122, 0.133, 0.141, 0.115, 0.135, 0.124, 0.113]
}

{
  "formula": "C3H6N2O2",
  "method": "ωB97M-V/def2-TZVPD",
  "orbital_gap_ev": 9.3,
  "total_charge": 0,
  "total_energy_ev": -10280.90192,
  "lumo_ev": 0.78,
  "e_homo_ev": -8.5,
  "e_above_lowest_kj_mol": 375.86,
  "species": ["N", "C", "O", "C", "O", "C", "N", "H", "H", "H", "H", "H", "H"],
  "positions_angstrom": [[1.810825, -0.488843, -0.801067], [0.637075, -0.445520, -0.079325], [0.219733, -1.740215, 0.135855], [0.662944, 0.566887, 1.049050], [-0.698355, 0.868462, 1.147216], [-1.131437, 0.439487, -0.090636], [-2.327733, 0.716599, -0.381535], [2.102501, -1.355928, -1.230870], [2.512048, 0.228643, -0.688478], [1.227556, 1.443920, 0.700442], [1.067861, 0.202579, 1.994662], [-0.741340, -1.659625, 0.136966], [-2.693254, 0.379824, -1.264280]],
  "forces_ev_per_angstrom": [[-0.33, 0.19, -0.29], [-0.05, 0.39, -0.04], [-0.26, 0.12, 0.13], [0.34, -0.03, 0.15], [-0.06, 0.11, 0.02], [-0.12, 0.41, -0.10], [0.71, -0.46, -0.14], [-0.31, 0.24, 0.05], [-0.32, -0.14, -0.04], [0.02, -0.09, 0.20], [-0.02, -0.08, -0.03], [0.00, -0.55, 0.21], [0.38, -0.10, -0.11]],
  "lowdin_charge": [0.146, -0.430, 0.039, -0.160, -0.047, -0.282, 0.124, 0.108, 0.101, 0.127, 0.135, 0.097, 0.042]
}

{
  "formula": "C3H6N2O2",
  "method": "ωB97M-V/def2-TZVPD",
  "orbital_gap_ev": 10.0,
  "total_charge": 0,
  "total_energy_ev": -10283.17775,
  "lumo_ev": 0.55,
  "e_homo_ev": -9.4,
  "smiles": "NCC(=O)NC=O",
  "e_above_lowest_kj_mol": 156.28,
  "species": ["N", "C", "C", "O", "N", "C", "O", "H", "H", "H", "H", "H", "H"],
  "positions_angstrom": [[1.923296, 1.008081, 0.244424], [0.550407, 0.769035, 0.494138], [0.133856, -0.737699, 0.491305], [0.819139, -1.477572, 1.144694], [-0.908602, -1.150368, -0.317398], [-1.957822, -0.337495, -0.704341], [-2.457518, -0.365504, -1.791478], [2.485951, 0.219631, 0.548576], [2.211576, 1.394908, -0.632444], [0.210656, 1.101114, 1.486170], [-0.049761, 1.248116, -0.288363], [-0.747555, -2.029734, -0.795365], [-2.213622, 0.357488, 0.120082]],
  "forces_ev_per_angstrom": [[0.97, -0.55, 0.99], [-2.21, -0.44, -0.65], [1.40, 1.44, 0.54], [-0.02, -0.95, -0.22], [0.07, -0.76, -0.14], [0.75, 0.51, 0.00], [-0.57, -0.20, 0.13], [0.12, 0.33, -0.18], [-0.29, -0.20, -0.31], [0.20, 0.36, -0.14], [0.08, 0.34, 0.38], [-0.25, 0.04, 0.01], [-0.26, 0.09, -0.41]],
  "lowdin_charge": [0.016, -0.222, -0.441, 0.096, 0.122, -0.334, 0.079, 0.078, 0.071, 0.120, 0.107, 0.164, 0.146]
}

{
  "formula": "C3H6N2O2",
  "method": "ωB97M-V/def2-TZVPD",
  "orbital_gap_ev": 8.0,
  "total_charge": 0,
  "total_energy_ev": -10281.01699,
  "lumo_ev": 0.47,
  "e_homo_ev": -7.5,
  "smiles": "[H]/N=C\\O/C(O)=C/N",
  "e_above_lowest_kj_mol": 364.76,
  "species": ["H", "N", "C", "O", "C", "O", "C", "N", "H", "H", "H", "H", "H"],
  "positions_angstrom": [[3.419511, -1.036382, -0.604287], [3.570306, -0.209966, -0.117191], [2.495330, 0.325995, 0.179437], [1.333797, -0.551737, 0.123199], [0.016864, -0.009484, -0.046178], [-0.108667, 1.327496, -0.125490], [-1.145716, -0.754519, 0.074639], [-2.346787, -0.166005, 0.048616], [2.407777, 1.361383, 0.461521], [-0.174055, 1.605864, -1.085316], [-1.283978, -1.776836, -0.174016], [-2.382323, 0.792882, -0.148298], [-3.006164, -0.651151, -0.494377]],
  "forces_ev_per_angstrom": [[-0.21, -2.39, -0.52], [1.42, 2.44, 0.22], [-2.06, -1.97, -0.26], [-0.55, 2.23, -0.37], [-0.79, -2.72, 0.84], [0.37, 1.60, -1.31], [4.01, 0.76, -1.32], [-1.88, 0.73, 0.65], [-0.54, 0.03, 0.47], [0.14, -0.44, 1.47], [1.03, -1.12, 0.68], [0.07, 1.47, -0.02], [-1.01, -0.62, -0.52]],
  "lowdin_charge": [0.031, 0.122, -0.226, -0.024, -0.365, 0.022, -0.142, 0.053, 0.119, 0.155, 0.112, 0.067, 0.075]
}

{
  "formula": "C3H6N2O2",
  "method": "ωB97M-V/def2-TZVPD",
  "orbital_gap_ev": 10.1,
  "total_charge": 0,
  "total_energy_ev": -10279.69843,
  "lumo_ev": 0.56,
  "e_homo_ev": -9.6,
  "e_above_lowest_kj_mol": 491.98,
  "species": ["C", "C", "C", "H", "H", "H", "H", "H", "H", "N", "N", "O", "O"],
  "positions_angstrom": [[1.056762, -1.866419, -0.272062], [-0.281230, -1.146316, -0.340882], [0.925543, 0.997431, 0.490822], [1.340781, -1.907187, 0.834021], [1.808066, -1.398335, -1.011569], [1.146802, -2.853394, -0.798484], [-2.030423, -0.622735, -0.416016], [-0.720313, 2.029530, -0.091800], [1.835810, 0.355585, 0.876455], [-1.490565, -1.449658, -0.711257], [-0.062348, 0.192443, 0.216656], [-1.184609, 0.945432, 0.283252], [0.845013, 2.215676, 0.317042]],
  "forces_ev_per_angstrom": [[0.74, -0.77, -1.53], [-0.99, 0.31, 0.02], [4.69, -1.38, 0.18], [0.12, -0.03, -1.79], [-0.85, 0.32, 1.85], [-1.09, 0.35, 1.21], [-0.24, -0.31, -0.50], [-0.99, -3.74, 1.61], [-0.96, 1.95, -0.95], [3.24, 0.42, 1.16], [-2.71, -0.70, 0.22], [-0.98, 3.92, -2.20], [0.00, -0.33, 0.72]],
  "lowdin_charge": [-0.051, -0.353, -0.311, 0.108, 0.108, 0.086, 0.049, 0.260, 0.170, 0.159, -0.152, -0.096, 0.024]
}